No. 1
Formula: C51H51N6O5SbTi
Source: the Open Molecules 2025 dataset
Level of theory: wB97M-V/def2-TZVPD

Each line ends with the Löwdin charge.
CARTESIAN COORDINATES (ANGSTROEM)
Ti 2.0224 0.0183 -1.4053  0.95
C 3.3977 4.4320 -2.0836  0.00
N 1.9567 4.2703 -1.9758  -0.12
C 1.1280 5.4020 -2.3549  -0.03
C 1.4347 3.0776 -1.6680  -0.35
O 2.1434 2.0680 -1.6190  -0.03
C -0.0052 3.0008 -1.1800  -0.08
O -0.0867 2.0274 -0.1610  -0.22
C 0.5929 2.3274 1.0440  -0.08
C 1.7338 1.3502 1.2811  -0.32
O 2.0051 0.4673 0.4517  -0.07
N 2.4690 1.5030 2.3862  -0.10
C 3.5220 0.5356 2.6692  0.00
C 1.9926 2.2815 3.5164  -0.01
H 3.6957 5.3220 -1.5259  0.10
H 3.7085 4.5393 -3.1240  0.10
H 3.8886 3.5570 -1.6634  0.08
H 1.6605 5.9809 -3.1069  0.10
H 0.9164 6.0535 -1.5018  0.10
H 0.1855 5.0696 -2.7851  0.10
H -0.6810 2.6320 -1.9561  0.16
H -0.3568 3.9725 -0.8202  0.13
H -0.1492 2.2424 1.8413  0.11
H 0.9767 3.3530 1.0430  0.15
H 3.7175 -0.0518 1.7753  0.08
H 3.2233 -0.1385 3.4753  0.10
H 4.4281 1.0634 2.9670  0.10
H 1.5415 3.2188 3.1968  0.09
H 2.8438 2.5130 4.1534  0.10
H 1.2564 1.7269 4.1050  0.10
O -0.8813 -1.6585 -5.6069  0.05
C -1.4091 -2.2990 -4.5520  -0.27
C -2.3586 -3.2875 -4.8034  -0.02
C -2.9434 -3.9910 -3.7669  -0.09
C -2.6118 -3.6979 -2.4487  -0.09
C -1.6870 -2.7072 -2.1883  -0.04
C -1.0566 -2.0046 -3.2190  -0.08
C 0.0258 -1.0754 -2.8884  -0.39
O 0.2738 -0.7166 -1.6544  -0.18
N 0.8128 -0.6647 -3.8602  0.08
N 1.9248 -0.0926 -3.3374  -0.17
C 2.8507 0.5393 -4.0836  -0.12
C 3.9908 0.9164 -3.3726  -0.30
C 5.0315 1.7275 -3.9019  -0.06
C 6.0740 2.0849 -3.0978  -0.11
C 6.1157 1.6198 -1.7600  -0.11
C 5.0880 0.8239 -1.3112  -0.16
N 4.0430 0.4684 -2.0643  -0.03
H -0.1208 -1.1194 -5.2762  0.07
H -2.6092 -3.5043 -5.8331  0.12
H -3.6629 -4.7673 -3.9920  0.10
H -3.0661 -4.2463 -1.6339  0.10
H -1.4165 -2.4701 -1.1687  0.06
H 2.7157 0.7387 -5.1399  0.11
H 4.9626 2.0697 -4.9263  0.11
H 6.8688 2.7208 -3.4672  0.10
H 6.9398 1.8708 -1.1085  0.08
H 5.1001 0.4278 -0.2993  0.10
N 4.9448 -6.9462 4.9369  0.15
C 4.6013 -6.2436 4.0933  -0.20
C 4.1944 -5.3536 3.0566  -0.24
C 4.5434 -5.6164 1.7303  -0.02
C 4.1939 -4.7333 0.7285  -0.02
C 3.4758 -3.5688 1.0235  -0.24
C 3.1159 -3.3265 2.3582  -0.04
C 3.4653 -4.2025 3.3633  -0.03
C 3.1094 -2.6231 0.0216  -0.11
C 2.7937 -1.8091 -0.8340  -0.03
H 5.0867 -6.5227 1.4990  0.12
H 4.4714 -4.9366 -0.2965  0.12
H 2.5495 -2.4342 2.5867  0.10
H 3.1739 -4.0130 4.3880  0.12
C -3.9670 0.2601 -2.6829  -0.07
C -4.8580 0.7069 -1.5548  -0.30
C -6.1682 1.0813 -1.8552  -0.06
C -7.0517 1.4771 -0.8668  -0.09
C -6.6291 1.5217 0.4528  -0.09
C -5.3253 1.1682 0.7607  -0.16
C -4.4318 0.7411 -0.2222  -0.32
Sb -2.3987 0.1337 0.3165  1.65
C -2.4354 1.5330 2.0105  -0.34
C -2.8196 2.8297 1.6679  -0.16
C -2.7989 3.8664 2.5880  -0.09
C -2.3804 3.6129 3.8858  -0.09
C -1.9626 2.3374 4.2322  -0.07
C -1.9729 1.2910 3.3089  -0.31
C -1.4559 -0.0604 3.7276  -0.04
C -3.0225 -1.6733 1.3797  -0.32
C -4.3413 -1.8242 1.8027  -0.11
C -4.7538 -2.9555 2.4888  -0.09
C -3.8414 -3.9679 2.7421  -0.09
C -2.5362 -3.8389 2.3022  -0.05
C -2.1040 -2.6988 1.6226  -0.33
C -0.6612 -2.6549 1.1915  -0.08
H -4.2522 0.7410 -3.6183  0.08
H -4.0524 -0.8187 -2.8287  0.09
H -2.9179 0.4796 -2.4840  0.03
H -6.4999 1.0570 -2.8867  0.11
H -8.0660 1.7518 -1.1263  0.10
H -7.3065 1.8332 1.2380  0.10
H -5.0001 1.2404 1.7908  0.10
H -3.1525 3.0312 0.6547  0.10
H -3.1038 4.8624 2.2921  0.10
H -2.3731 4.4041 4.6244  0.10
H -1.6132 2.1444 5.2407  0.11
H -1.0147 -0.0122 4.7239  0.08
H -0.6999 -0.4207 3.0228  0.07
H -2.2587 -0.7976 3.7505  0.08
H -5.0630 -1.0501 1.5917  0.07
H -5.7820 -3.0450 2.8159  0.10
H -4.1400 -4.8506 3.2930  0.10
H -1.8252 -4.6352 2.4929  0.11
H -0.0258 -2.9643 2.0207  0.08
H -0.3368 -1.6718 0.8491  0.02
H -0.4770 -3.3574 0.3757  0.09

Cartesian forces, eV/Å:
Ti 1.1579 -0.9718 -2.3617
C 0.1659 -0.1035 -0.0934
N -0.2035 -0.1501 -0.1101
C -0.1279 0.1108 0.2492
C 0.3316 0.2752 0.0992
O -0.4587 1.0354 0.2837
C -0.1875 -0.2996 0.0545
O 0.3945 0.2215 0.1690
C -0.3737 -0.0882 -0.3532
C 0.3178 0.3506 0.1540
O -0.2611 0.7680 2.6008
N -0.4458 -0.4302 -0.1804
C 0.2197 -0.1055 -0.0640
C 0.0096 0.2834 0.1202
H -0.0369 0.0061 -0.0286
H -0.0258 -0.0301 0.0151
H 0.0349 0.0377 -0.0648
H -0.0352 -0.0224 -0.0295
H 0.0399 0.0276 -0.0409
H 0.0270 0.0207 -0.0390
H 0.1116 0.1510 -0.1276
H -0.0052 -0.0302 -0.0281
H 0.1230 0.0431 0.1542
H 0.0780 -0.0191 0.0536
H 0.0197 -0.0145 0.0617
H -0.0523 0.0574 0.0001
H -0.0359 0.0140 0.0134
H 0.0346 -0.0159 0.0102
H -0.0113 0.0323 -0.0109
H 0.0249 -0.0375 -0.0447
O 0.1225 0.0295 -0.0330
C -0.0624 0.0526 0.1313
C -0.0611 -0.0549 -0.0180
C 0.0252 0.1341 -0.0467
C -0.1459 -0.0751 0.1007
C 0.0346 0.1110 -0.0606
C -0.2495 -0.0805 0.1609
C 0.2743 0.3490 -1.1780
O -0.0938 -0.3999 -0.2353
N -0.5919 -0.4176 -0.1358
N -0.4597 0.0407 1.3329
C 0.9837 0.5981 -0.6003
C -0.8683 -0.4832 -0.7303
C 0.6149 0.1805 0.2567
C -0.2782 -0.0694 -0.3379
C -0.1323 -0.1925 0.3848
C 0.5593 0.1574 0.0619
N -0.4970 0.1317 -0.2020
H 0.0143 -0.0701 0.0272
H 0.0191 0.0297 -0.0248
H -0.0107 -0.0187 0.0178
H -0.0164 0.0283 0.0306
H 0.0297 0.0125 -0.1184
H -0.0575 -0.0843 0.0454
H 0.0006 -0.0290 -0.0166
H -0.0002 -0.0067 -0.0654
H 0.0054 -0.0448 0.0375
H -0.0444 0.0245 -0.0029
N -0.0361 0.0136 -0.0387
C 0.0977 -0.2503 0.3258
C -0.1223 0.2814 -0.3741
C 0.0145 -0.0378 0.1357
C -0.0558 0.0365 -0.0372
C 0.0133 -0.0041 0.1790
C -0.0072 -0.0484 -0.0974
C 0.0586 -0.1362 0.0445
C 0.0619 -0.0887 -0.3659
C 0.1871 -0.4288 0.8681
H 0.0424 0.0265 -0.0198
H -0.0176 0.0173 -0.0103
H -0.0454 0.0227 0.0021
H 0.0354 0.0192 0.0066
C -0.0446 -0.0666 0.0413
C 0.0481 0.0176 -0.0362
C -0.0586 0.0198 0.0235
C -0.0245 -0.0315 -0.0295
C 0.0183 0.0265 0.0241
C -0.0946 0.0485 0.0136
C 0.2924 -0.0416 0.0066
Sb -0.9220 -0.1666 0.4470
C 0.1289 -0.1722 -0.2827
C 0.0562 -0.0027 -0.0172
C 0.0382 0.0385 -0.0259
C 0.0524 0.0356 0.0271
C -0.0071 0.0085 0.0031
C 0.0178 -0.0504 0.0213
C -0.0686 0.1001 0.0334
C 0.0586 0.2585 -0.2449
C 0.0078 -0.0774 0.0390
C -0.0242 0.0317 -0.0317
C 0.0349 -0.0242 0.0830
C 0.0171 0.0079 0.0180
C -0.0442 -0.0666 -0.0527
C -0.0028 -0.0568 0.0882
H 0.0148 0.0056 -0.0072
H 0.0947 -0.0614 -0.0296
H 0.0321 -0.0240 -0.0650
H 0.0234 -0.0036 -0.0223
H -0.0096 0.0118 -0.0055
H 0.0059 0.0174 -0.0014
H -0.0099 -0.0538 0.0192
H -0.0418 0.0334 0.0162
H -0.0375 0.0003 0.0210
H 0.0152 0.0151 0.0033
H -0.0284 -0.0068 0.0132
H 0.0530 -0.0133 -0.0221
H -0.0066 -0.0844 0.0364
H 0.0498 -0.0400 -0.0285
H -0.0633 -0.0038 0.0175
H -0.0014 -0.0058 0.0084
H -0.0229 -0.0347 -0.0436
H 0.0132 -0.0027 0.0080
H 0.1359 0.0331 0.0334
H 0.0625 -0.0402 -0.0211
H 0.0704 0.0292 0.0588

The energy relative to the best compared isomer or geometry (same formula, charge and spin) is 25.2 kcal/mol. The highest occupied orbital energy (alpha / beta) is -5.204 / -5.194 eV. Its multiplicity is 1. The gap between HOMO and LUMO (alpha / beta) comes out at 0.1810 / 0.1806 hartree. Its net charge is 0. As for the LUMO energy (alpha / beta): -0.278 / -0.278 eV.

***

No. 2
Formula: C36H28BrF4N2P2S3V
Source: the Open Molecules 2025 dataset
Level of theory: wB97M-V/def2-TZVPD

Each line ends with the Löwdin charge.
CARTESIAN COORDINATES (ANGSTROEM)
V 1.0930 0.1568 -0.8707  0.01
F -0.7055 4.9591 4.1518  0.18
C -0.3657 3.8120 3.6024  -0.12
C -0.4090 2.6397 4.3372  -0.12
F -0.7833 2.6661 5.6000  0.18
C -0.0383 1.4422 3.7416  -0.20
F -0.0269 0.3564 4.5061  0.13
C 0.3297 1.3651 2.4045  -0.28
P 0.8360 -0.1930 1.6058  1.04
C 2.4727 -0.5008 2.3176  -0.36
C 2.6381 -1.2129 3.5039  -0.06
C 3.9074 -1.3640 4.0411  -0.04
C 5.0068 -0.8041 3.4054  -0.05
C 4.8459 -0.0855 2.2286  -0.06
C 3.5808 0.0652 1.6857  -0.11
C -0.2507 -1.5208 2.1383  -0.38
C 0.2265 -2.8173 1.9244  -0.12
C -0.5428 -3.9045 2.2979  -0.07
C -1.7897 -3.7023 2.8768  -0.05
C -2.2705 -2.4161 3.0644  -0.06
C -1.5093 -1.3215 2.6865  -0.10
C 0.3964 2.5657 1.7120  -0.52
Br 1.0546 2.6622 -0.0699  0.97
C 0.0583 3.7737 2.2829  -0.26
F 0.1315 4.9027 1.5891  0.11
H 1.7801 -1.6396 4.0057  0.11
H 4.0381 -1.9131 4.9636  0.12
H 5.9933 -0.9235 3.8323  0.12
H 5.7041 0.3581 1.7420  0.11
H 3.4556 0.6421 0.7711  0.07
H 1.2101 -2.9766 1.4960  0.10
H -0.1695 -4.9076 2.1439  0.12
H -2.3889 -4.5513 3.1765  0.12
H -3.2437 -2.2617 3.5115  0.12
H -1.8968 -0.3209 2.8319  0.10
C 5.1368 -1.4981 -5.3877  0.02
C 4.3568 -0.7699 -4.3552  -0.20
C 4.2393 0.5991 -4.2724  0.07
C 3.4493 1.1689 -3.2592  -0.24
N 2.8754 0.3983 -2.3327  0.04
C 3.0057 -0.9398 -2.4114  -0.72
S 2.2363 -1.9076 -1.2282  0.76
N 3.7014 -1.5085 -3.4157  0.15
C 3.2611 2.6412 -3.1763  0.01
H 5.4759 -0.8191 -6.1642  0.10
H 4.5366 -2.2870 -5.8439  0.11
H 6.0113 -1.9665 -4.9297  0.12
H 4.7272 1.2288 -5.0003  0.14
H 3.7301 -2.5222 -3.4555  0.18
H 3.3978 3.1081 -4.1485  0.10
H 4.0049 3.0608 -2.4932  0.12
H 2.2724 2.8943 -2.7971  0.06
S -2.3490 -2.6956 -0.6936  0.35
P -2.6588 -0.8508 -1.1520  0.22
S -0.7978 0.0295 -1.9163  0.37
C -3.1776 0.2359 0.1941  -0.39
C -2.6886 1.5275 0.3718  -0.12
C -3.1829 2.3137 1.4045  -0.07
C -4.1659 1.8170 2.2498  -0.05
C -4.6637 0.5333 2.0614  -0.05
C -4.1717 -0.2591 1.0364  -0.10
C -3.7366 -0.5380 -2.5530  -0.41
C -4.2367 0.7415 -2.7976  -0.08
C -5.0548 0.9539 -3.8945  -0.06
C -5.3727 -0.1017 -4.7389  -0.05
C -4.8784 -1.3750 -4.4905  -0.06
C -4.0576 -1.5985 -3.3962  -0.09
H -1.9342 1.9221 -0.3006  0.06
H -2.8205 3.3263 1.5311  0.11
H -4.5586 2.4369 3.0450  0.12
H -5.4402 0.1518 2.7107  0.12
H -4.5426 -1.2662 0.8924  0.11
H -4.0067 1.5620 -2.1294  0.10
H -5.4562 1.9398 -4.0853  0.11
H -6.0179 0.0686 -5.5903  0.12
H -5.1392 -2.1968 -5.1432  0.11
H -3.6777 -2.5889 -3.1821  0.08

Cartesian forces, eV/Å:
V 0.0889 0.2375 0.1910
F 0.0070 -0.0559 -0.0157
C -0.0347 0.0525 0.0798
C -0.0038 0.0089 0.0543
F 0.0136 -0.0025 -0.0297
C 0.0000 -0.0602 -0.0230
F -0.0150 0.0260 -0.0125
C 0.0103 -0.1138 0.0954
P -0.0794 -0.0835 -0.1797
C -0.0196 0.0294 0.0099
C -0.0073 0.0289 -0.0343
C -0.0075 0.0070 0.0141
C 0.0103 -0.0031 0.0061
C 0.0019 0.0305 -0.0221
C -0.0683 -0.0228 -0.0051
C 0.1781 -0.1252 -0.0555
C -0.0425 0.0449 0.0847
C -0.0086 0.0063 -0.0150
C 0.0256 0.0093 -0.0369
C -0.0555 0.0018 -0.0033
C -0.0081 0.0677 0.0279
C -0.0478 0.0515 0.0470
Br 0.1054 0.0207 -0.1340
C 0.0318 0.0745 -0.1230
F -0.0054 -0.0161 0.0133
H -0.0003 -0.0383 0.0044
H -0.0069 -0.0114 -0.0021
H 0.0056 -0.0017 -0.0010
H 0.0024 0.0002 -0.0037
H 0.0436 -0.0218 0.0101
H 0.0084 -0.0213 0.0056
H -0.0005 -0.0052 -0.0028
H 0.0002 -0.0063 0.0099
H -0.0011 0.0073 -0.0085
H -0.0283 0.0059 0.0060
C 0.0161 -0.0292 -0.0110
C -0.0651 0.2056 0.0345
C -0.1080 -0.1590 0.1333
C 0.2404 -0.0186 -0.2989
N -0.4196 -0.3667 0.0159
C -0.2249 -0.3995 0.4731
S 0.0447 0.2613 -0.1097
N 0.2622 0.3381 -0.2492
C -0.0227 0.0429 0.0130
H 0.0014 0.0065 0.0020
H -0.0173 0.0031 0.0030
H -0.0023 0.0034 0.0120
H 0.0101 -0.0137 -0.0130
H 0.0167 0.0190 0.0078
H 0.0181 0.0118 0.0040
H 0.0044 -0.0127 0.0053
H -0.0193 -0.0417 -0.0067
S -0.0262 0.1686 -0.0072
P 0.2026 -0.2964 -0.0184
S -0.0480 0.0545 0.0705
C 0.0850 0.1248 -0.1339
C -0.0053 -0.0578 0.0376
C 0.0114 0.0166 -0.0074
C 0.0100 0.0080 -0.0132
C 0.0097 -0.0194 -0.0096
C 0.0128 0.0047 0.0171
C 0.0218 0.0135 0.0412
C -0.0225 -0.0466 -0.0215
C 0.0118 0.0502 0.0451
C 0.0070 -0.0608 -0.0151
C -0.0092 0.0306 0.0007
C -0.0098 0.0236 -0.0138
H -0.0558 0.0016 0.0314
H -0.0063 0.0069 0.0098
H -0.0003 -0.0001 0.0065
H -0.0027 -0.0009 0.0049
H -0.0240 -0.0089 0.0125
H 0.0075 0.0113 0.0029
H 0.0040 0.0076 0.0009
H -0.0052 -0.0019 -0.0035
H -0.0031 0.0008 -0.0061
H 0.0069 -0.0031 0.0012

The energy relative to the best compared isomer or geometry (same formula, charge and spin) is 0.0 kcal/mol. The highest occupied orbital energy (alpha / beta) is -13.114 / -13.184 eV. Its multiplicity is 3. The gap between HOMO and LUMO (alpha / beta) comes out at 0.2314 / 0.2437 hartree. Its net charge is +2. As for the LUMO energy (alpha / beta): -6.816 / -6.551 eV.

***

No. 3
Formula: CH3NO
Source: the Open Molecules 2025 dataset
Level of theory: wB97M-V/def2-TZVPD

Each line ends with the Löwdin charge.
CARTESIAN COORDINATES (ANGSTROEM)
C 0.5009 -0.3500 0.3404  -0.55
N -0.5747 0.0367 -0.2494  0.07
O 0.8727 -1.3380 0.8196  0.09
H 1.2776 1.2070 0.3887  0.14
H -0.7933 1.0073 -0.6014  0.12
H -1.2831 -0.5629 -0.6979  0.12

Cartesian forces, eV/Å:
C 2.7011 4.9260 0.7128
N -4.5947 2.0715 -3.3710
O 0.7682 -1.6636 0.4634
H -1.0957 -3.2724 0.1677
H 1.4331 -1.5382 1.1124
H 0.7880 -0.5232 0.9146

The energy relative to the best compared isomer or geometry (same formula, charge and spin) is 58.0 kcal/mol. The highest occupied orbital energy is -9.399 eV. Its multiplicity is 1. The gap between HOMO and LUMO comes out at 0.3771 hartree. Its net charge is 0. As for the LUMO energy: 0.862 eV.

***

No. 4
Formula: C4H4N4
Source: the Open Molecules 2025 dataset
Level of theory: wB97M-V/def2-TZVPD

Each line ends with the Löwdin charge.
CARTESIAN COORDINATES (ANGSTROEM)
C 0.6078 -0.8462 -0.1074  -0.42
C 0.5295 -1.0220 -1.4028  -0.07
C -0.3965 0.1934 0.1703  -0.24
C -0.4629 1.0939 1.3988  -0.14
H 2.8012 -0.6563 0.8665  0.25
H 0.8629 -0.7301 1.7826  0.12
H 0.9307 -1.8732 -2.0918  0.15
H -1.2520 -0.4863 -2.8117  0.24
N 1.5022 -1.2253 0.9243  -0.02
N -0.5375 -0.2068 -1.9330  -0.05
N -0.9850 0.5671 -0.9591  0.03
N -0.6955 1.8981 2.2393  0.13

Cartesian forces, eV/Å:
C 0.3299 2.8802 2.8460
C -1.3292 -3.0497 -5.4297
C 1.1473 1.3980 -0.3424
C -1.3952 1.3361 0.4355
H -5.3515 -1.7311 0.1731
H 3.5112 -1.7702 -2.1282
H -0.4656 2.0103 1.4946
H 2.9283 1.2959 3.3265
N 1.3896 2.4882 2.5470
N -0.0917 -2.0439 -1.0946
N -1.7827 0.1540 0.8877
N 1.1096 -2.9677 -2.7154

The energy relative to the best compared isomer or geometry (same formula, charge and spin) is 102.3 kcal/mol. The highest occupied orbital energy is -9.177 eV. Its multiplicity is 1. The gap between HOMO and LUMO comes out at 0.3381 hartree. Its net charge is 0. As for the LUMO energy: 0.022 eV.

***

No. 5
Formula: C3H5N3O
Source: the Open Molecules 2025 dataset
Level of theory: wB97M-V/def2-TZVPD

Each line ends with the Löwdin charge.
CARTESIAN COORDINATES (ANGSTROEM)
O 2.1299 -0.4265 -0.9068  0.00
C 1.2741 0.5271 -1.3483  -0.14
C -0.2138 0.1916 -0.2949  -0.52
N -0.5828 -0.9677 0.1024  0.04
N -1.3602 -0.6850 1.2947  -0.14
C -1.6711 0.5046 1.6764  0.00
N -0.1028 1.4043 -0.2763  0.25
H 1.7383 -1.3026 -1.0452  0.11
H 0.8517 0.3841 -2.3440  0.12
H 1.7393 1.4998 -1.2300  0.11
H -1.5796 -1.5683 1.7468  0.13
H -2.2229 0.4385 2.6253  0.02

Cartesian forces, eV/Å:
O -0.1352 -0.1718 0.0047
C 0.2796 0.1904 -0.3530
C -0.1174 0.6320 0.2864
N 0.1836 0.3002 -0.2307
N -0.1558 0.3440 0.1893
C -0.0289 -0.5503 0.0526
N 0.0726 -0.6298 0.0430
H 0.0361 0.0795 0.1805
H -0.0801 -0.1104 0.1942
H -0.1040 -0.1229 -0.1548
H 0.0351 0.1394 -0.0927
H 0.0144 -0.1002 -0.1194

The energy relative to the best compared isomer or geometry (same formula, charge and spin) is 171.7 kcal/mol. The highest occupied orbital energy is -8.573 eV. Its multiplicity is 1. The gap between HOMO and LUMO comes out at 0.3340 hartree. Its net charge is 0. As for the LUMO energy: 0.516 eV.